This record from the Open Molecules 2025 dataset describes a gas-phase ion, C6H16N3 (charge +1) in a non-equilibrium geometry. The level of theory is ωB97M-V with the def2-TZVPD basis set.

Bonds (Å) are listed after each position.
Element x y z (Å)
1 C -1.881 -0.783 -1.635  N2 1.408, H10 1.056, H11 1.151, H12 1.129
2 N -1.487 -0.917 -0.290  C1 1.408, N3 1.634, H13 0.995
3 N -0.172 0.004 0.015  N2 1.634, N4 1.359, C6 1.472, C9 1.446
4 N 0.861 -0.407 -0.765  N3 1.359, C5 1.450, H14 0.986
5 C 1.460 -1.722 -0.646  N4 1.450, H15 1.085, H16 1.070, H17 0.995
6 C -0.122 -0.111 1.482  N3 1.472, C7 1.562, H18 0.982, H19 1.067
7 C 0.727 1.140 1.874  C6 1.562, C8 1.581, H20 1.159, H21 1.000
8 C 0.331 2.172 0.744  C7 1.581, C9 1.532, H22 1.063, H23 1.172
9 C -0.534 1.381 -0.242  N3 1.446, C8 1.532, H24 1.083, H25 1.062
10 H -2.406 0.071 -1.967  C1 1.056
11 H -0.959 -0.953 -2.303  C1 1.151
12 H -2.354 -1.776 -1.886  C1 1.129
13 H -1.437 -1.822 0.121  N2 0.995
14 H 1.137 0.404 -1.253  N4 0.986
15 H 2.255 -1.938 -1.353  C5 1.085
16 H 1.896 -1.678 0.330  C5 1.070
17 H 0.821 -2.472 -0.786  C5 0.995
18 H 0.331 -0.936 1.765  C6 0.982
19 H -1.031 -0.013 2.033  C6 1.067
20 H 1.884 1.070 1.879  C7 1.159
21 H 0.496 1.399 2.811  C7 1.000
22 H -0.032 2.970 1.345  C8 1.063
23 H 1.393 2.522 0.391  C8 1.172
24 H -1.527 1.777 -0.071  C9 1.083
25 H -0.452 1.560 -1.285  C9 1.062

Computed properties:
- Gap between HOMO and LUMO: 11.1 eV
- Total charge: +1
- E: -10940.634 eV
- ΔE to the lowest compared entry with this formula, charge and spin: 406.71 kJ/mol
- SMILES: CN[N+]1(NC)CCCC1